19
Properties=species:S:1:pos:R:3:nbo_charge:R:1 method="wB97M-V/def2-TZVPD" orbital_gap_ev=8.87 spin_multiplicity=1 largest_force_ev_per_a=2.32
C 0.08 -0.77 0.49 -0.684
C -0.01 0.51 -0.28 0.292
C 1.62 0.54 -1.49 -0.223
C 1.70 2.04 -1.79 0.966
C 2.83 0.05 -0.73 0.966
N 1.12 -0.36 -2.41 0.091
O 0.22 0.03 -3.14 -0.317
O -1.03 0.53 -1.12 -0.634
F 2.06 2.75 -0.71 -0.319
F 0.51 2.55 -2.17 -0.332
F 2.57 2.33 -2.76 -0.305
F 2.84 -1.27 -0.60 -0.306
F 2.87 0.55 0.52 -0.326
F 3.98 0.41 -1.31 -0.313
H 0.95 -0.80 1.13 0.242
H 0.08 -1.62 -0.18 0.246
H -0.81 -0.84 1.12 0.238
H 0.22 1.43 0.26 0.200
H -1.17 1.37 -1.60 0.519


70
Properties=species:S:1:pos:R:3:nbo_charge:R:1 method="wB97M-V/def2-TZVPD" orbital_gap_ev="8.99 / 10.25" spin_multiplicity=3 s_squared=2.01 largest_force_ev_per_a=2.46
V -12.11 -19.03 -13.11 1.547
C -11.12 -18.25 -17.09 0.765
F -11.06 -17.55 -18.19 -0.290
F -12.08 -19.18 -17.23 -0.317
F -9.98 -18.87 -16.87 -0.282
S -11.61 -17.06 -15.70 2.206
O -11.04 -15.82 -16.02 -0.856
O -13.04 -17.19 -15.60 -0.894
N -11.02 -17.79 -14.26 -1.252
S -9.43 -17.41 -14.03 2.251
O -8.86 -18.38 -13.14 -0.915
O -8.75 -17.11 -15.23 -0.887
C -9.40 -15.82 -13.06 0.746
F -10.13 -14.87 -13.63 -0.287
F -9.87 -16.04 -11.83 -0.314
F -8.14 -15.43 -12.98 -0.298
C -13.28 -16.40 -10.16 0.754
F -12.03 -15.98 -10.08 -0.301
F -13.39 -17.57 -9.56 -0.296
F -14.09 -15.52 -9.60 -0.288
S -13.75 -16.52 -11.98 2.237
O -15.02 -15.93 -12.10 -0.874
O -12.62 -16.02 -12.68 -0.888
N -13.75 -18.17 -12.34 -1.267
S -15.20 -18.90 -12.01 2.245
O -15.00 -20.30 -12.24 -0.898
O -15.76 -18.43 -10.81 -0.877
C -16.32 -18.35 -13.41 0.746
F -16.83 -19.44 -13.97 -0.310
F -17.31 -17.62 -12.94 -0.285
F -15.64 -17.67 -14.33 -0.297
C -8.83 -21.47 -12.39 0.782
F -9.11 -20.90 -11.23 -0.302
F -7.96 -20.75 -13.05 -0.278
F -8.34 -22.68 -12.20 -0.287
S -10.36 -21.63 -13.48 2.198
O -10.14 -20.75 -14.60 -0.890
O -10.63 -22.98 -13.78 -0.871
N -11.61 -20.90 -12.59 -1.271
S -12.08 -21.93 -11.40 2.231
O -11.04 -22.84 -11.04 -0.906
O -12.69 -21.18 -10.35 -0.893
C -13.41 -23.00 -12.14 0.753
F -12.88 -24.11 -12.64 -0.292
F -14.25 -23.32 -11.18 -0.292
F -14.04 -22.36 -13.12 -0.303
C -14.75 -23.17 -16.13 -0.612
C -15.72 -22.01 -16.00 -0.384
C -15.09 -20.68 -16.41 -0.530
C -14.08 -20.21 -15.48 0.545
N -13.30 -19.82 -14.75 -0.496
H -15.18 -24.10 -15.79 0.226
H -13.83 -22.99 -15.55 0.215
H -14.41 -23.28 -17.17 0.205
H -16.03 -21.92 -14.96 0.223
H -16.60 -22.19 -16.61 0.221
H -15.83 -19.87 -16.46 0.273
H -14.62 -20.73 -17.40 0.264
C -7.71 -18.06 -10.01 -0.623
C -8.56 -18.63 -8.89 -0.383
C -10.03 -18.23 -8.95 -0.541
C -10.59 -18.37 -10.27 0.551
N -11.03 -18.52 -11.31 -0.503
H -6.66 -18.24 -9.79 0.223
H -7.84 -16.97 -10.06 0.208
H -7.94 -18.51 -10.97 0.233
H -8.12 -18.31 -7.94 0.220
H -8.47 -19.72 -8.85 0.217
H -10.20 -17.21 -8.60 0.267
H -10.66 -18.87 -8.30 0.276


16
Properties=species:S:1:pos:R:3:nbo_charge:R:1 method="wB97M-V/def2-TZVPD" orbital_gap_ev=7.12 spin_multiplicity=1 largest_force_ev_per_a=3.70
C 0.88 1.07 1.37 -1.155
C 0.91 -2.02 1.53 -1.104
N -1.94 1.31 -2.69 -1.279
Si -0.90 -0.04 -2.36 0.906
Si 1.11 -0.51 0.38 1.179
Cl 3.09 -0.67 -0.24 -0.420
H 1.04 2.00 0.91 0.248
H -0.15 1.21 1.62 0.244
H 1.55 1.01 2.26 0.239
H 0.07 -1.80 2.15 0.231
H 0.74 -2.79 0.89 0.230
H 1.85 -2.30 2.17 0.250
H -2.84 1.57 -2.16 0.397
H -1.57 2.21 -2.66 0.372
H -0.20 -0.16 -3.67 -0.163
H -2.12 -0.89 -1.93 -0.177


36
Properties=species:S:1:pos:R:3:nbo_charge:R:1 method="wB97M-V/def2-TZVPD" orbital_gap_ev=8.24 spin_multiplicity=1 largest_force_ev_per_a=3.54
Hf 22.06 33.62 -14.96 2.624
C 22.18 35.87 -18.04 -0.206
O 22.42 35.09 -16.93 -0.966
H 22.82 36.75 -18.05 0.140
H 22.35 35.30 -18.96 0.138
H 21.20 36.35 -18.05 0.139
C 19.57 36.33 -14.51 -0.220
O 20.50 35.31 -14.08 -0.973
H 18.84 36.60 -13.75 0.159
H 20.00 37.28 -14.80 0.148
H 19.10 35.97 -15.43 0.138
C 20.70 30.50 -13.28 -0.210
O 21.02 31.58 -14.12 -0.960
H 20.89 29.55 -13.78 0.147
H 21.14 30.56 -12.28 0.144
H 19.65 30.41 -13.00 0.143
C 25.00 30.28 -14.85 -0.638
C 25.35 31.77 -14.69 -0.029
O 24.24 32.63 -14.64 -0.973
H 24.97 30.02 -15.91 0.183
H 24.11 29.91 -14.34 0.220
H 25.79 29.61 -14.51 0.203
H 26.15 32.02 -15.39 0.144
H 25.91 31.82 -13.76 0.134
O 22.27 32.10 -16.88 -0.935
H 23.01 32.19 -17.47 0.513
H 22.03 31.17 -16.92 0.514
O 19.99 33.35 -16.25 -0.927
H 19.10 33.49 -15.93 0.513
H 19.88 33.18 -17.19 0.506
O 23.66 35.45 -14.36 -0.930
H 24.59 35.29 -14.19 0.507
H 23.64 36.32 -14.76 0.513
O 22.38 33.72 -12.52 -0.925
H 23.19 33.39 -12.12 0.508
H 22.09 34.42 -11.94 0.514